1.
{
  "formula": "C6H5Cl2NO3PmRh",
  "method": "ωB97M-V/def2-TZVPD",
  "symbols": ["Pm", "Rh", "Cl", "Cl", "C", "C", "C", "O", "O", "O", "C", "C", "C", "N", "H", "H", "H", "H", "H"],
  "coordinates": [[4.22865, 1.84371, -0.28253], [-0.29304, 0.15058, -1.59187], [2.90155, 0.72443, 1.59284], [1.54163, 1.26672, -2.53308], [-1.35893, 0.42314, -3.13608], [3.41280, 3.98422, 0.72128], [3.89012, 3.61363, -1.80069], [-1.91097, 0.64171, -4.13363], [2.81803, 4.94372, 0.95843], [3.77393, 4.57134, -2.42300], [-1.96569, -3.38406, 1.83236], [-2.54416, -2.01041, 1.44151], [-1.64237, -1.24776, 0.59074], [-1.11810, -0.67086, -0.27056], [-1.60961, -3.94980, 0.92679], [-2.75255, -4.02947, 2.32925], [-1.11694, -3.29064, 2.54923], [-3.48728, -2.15223, 0.86891], [-2.76705, -1.42798, 2.36009]],
  "forces_ev_per_angstrom": [[0.70, -3.72, 2.90], [5.52, 2.36, -1.25], [0.73, 1.01, -1.74], [-0.61, -0.61, 0.93], [-5.56, 1.81, -9.14], [-3.17, 5.15, 1.71], [-0.98, 6.16, -4.59], [2.72, -1.16, 5.13], [2.77, -4.29, -0.87], [0.51, -3.91, 2.43], [0.91, -2.05, 0.24], [0.54, 0.55, -0.13], [-3.07, -1.94, 2.07], [-0.84, -1.45, 2.90], [-0.38, 0.56, 0.86], [0.60, 1.06, -0.58], [-0.65, 0.04, -0.53], [0.23, 0.35, -0.05], [0.02, 0.09, -0.27]],
  "mulliken_spin": [4.039, 2.705, -0.030, 0.510, 0.087, -0.005, 0.001, 0.025, 0.002, 0.003, 0.045, 0.032, 0.316, 0.205, 0.003, 0.006, 0.002, 0.026, 0.030],
  "homo_lumo_gap_ev": [8.4, 4.8],
  "e_homo_ev": [-24.4287, -24.3945],
  "charge": 4,
  "spin_multiplicity": 9
}

2.
{
  "formula": "C6H5F6NO2",
  "method": "ωB97M-V/def2-TZVPD",
  "symbols": ["O", "C", "O", "C", "C", "N", "C", "C", "F", "F", "F", "C", "F", "F", "F", "H", "H", "H", "H", "H"],
  "coordinates": [[2.64081, -1.30079, -0.64632], [2.28743, -0.33978, -0.07605], [1.28052, -0.22768, 0.74530], [0.47516, -1.34993, 1.14176], [-0.63897, -1.50078, 0.02956], [-1.61982, -0.52963, 0.31017], [-1.95562, 0.27354, -0.54012], [-3.05770, 1.30505, -0.17896], [-3.26158, 2.09030, -1.31311], [-4.14538, 0.74226, 0.27231], [-2.53356, 2.13192, 0.85099], [2.99459, 1.00057, -0.33511], [3.10210, 1.28940, -1.65244], [2.33351, 2.07528, 0.25445], [4.23760, 1.02587, 0.15837], [-0.16082, -0.94523, 2.07542], [1.08534, -2.24435, 1.26989], [-0.12760, -1.48774, -0.95807], [-1.13961, -2.42984, 0.28989], [-1.79641, 0.42158, -1.69791]],
  "forces_ev_per_angstrom": [[0.84, -2.13, -1.03], [-0.52, 1.15, 0.14], [-0.25, 0.98, 1.20], [-2.43, 1.21, 0.22], [1.87, -1.16, 1.36], [0.59, -0.40, 0.89], [-2.58, 2.94, -3.68], [2.88, 1.29, 0.45], [-0.39, -0.95, 1.97], [-0.69, 0.39, -0.27], [-1.28, -0.95, -1.85], [0.01, 2.85, 0.30], [-0.43, -0.60, 0.81], [0.61, -1.51, -0.79], [-0.32, -0.51, 0.04], [2.02, -1.26, -1.77], [-0.15, 0.16, 0.18], [-0.71, -0.08, 0.33], [0.21, -0.54, -0.56], [0.71, -0.88, 2.06]],
  "mulliken_charge": [-0.493, 0.443, -0.240, -0.651, -0.422, -0.303, -0.169, 0.764, -0.268, -0.213, -0.263, 0.793, -0.247, -0.246, -0.242, 0.319, 0.411, 0.387, 0.379, 0.261],
  "homo_lumo_gap_ev": 11.5,
  "e_homo_ev": -11.0297,
  "relative_energy_kj_mol": 132.8
}

3.
{
  "formula": "C6H5FI4V",
  "method": "ωB97M-V/def2-TZVPD",
  "symbols": ["V", "I", "I", "I", "I", "F", "C", "C", "C", "C", "C", "C", "H", "H", "H", "H", "H"],
  "coordinates": [[6.66259, 2.04046, -4.38467], [9.22258, 1.39117, -4.43185], [6.35223, 4.70110, -5.24805], [5.26615, 1.63646, -1.90182], [5.50997, 0.51592, -6.21607], [7.68809, 3.71311, -2.45382], [8.16080, 4.51106, -1.50656], [9.46082, 4.59054, -1.17181], [9.86109, 5.48910, -0.26514], [8.94833, 6.34967, 0.31265], [7.59298, 6.36338, -0.05082], [7.20002, 5.35144, -0.94957], [10.17459, 3.88737, -1.57490], [10.90170, 5.36295, -0.00508], [9.20416, 7.06531, 1.08000], [6.89619, 6.96561, 0.51327], [6.17944, 5.33674, -1.30256]],
  "forces_ev_per_angstrom": [[-0.57, 0.63, 0.36], [-0.44, 0.05, 0.02], [0.04, -1.13, 0.22], [0.53, 0.03, -1.16], [0.25, 0.35, 0.46], [0.51, -0.88, -0.41], [-2.64, 1.37, 0.02], [0.74, -2.17, -1.46], [0.66, 0.89, 1.48], [-0.66, 1.16, 0.55], [1.15, -2.23, -0.21], [0.00, 1.47, 0.29], [-0.05, -0.06, -0.28], [0.10, 0.78, 0.47], [0.54, -0.01, 0.07], [-0.12, 0.20, -0.37], [-0.04, -0.43, -0.06]],
  "mulliken_spin": [2.255, -0.051, -0.063, -0.059, -0.066, -0.015, -0.001, -0.003, 0.001, 0.000, 0.000, 0.001, 0.000, 0.000, 0.000, 0.000, 0.001],
  "homo_lumo_gap_ev": [7.3, 8.3],
  "e_homo_ev": [-5.7072, -5.7063],
  "relative_energy_kj_mol": 67.3,
  "charge": -1,
  "spin_multiplicity": 3
}

4.
{
  "formula": "C6H5FO",
  "method": "ωB97M-V/def2-TZVPD",
  "symbols": ["C", "C", "C", "C", "F", "C", "C", "O", "H", "H", "H", "H", "H"],
  "coordinates": [[2.72319, -0.08429, -0.00747], [1.41231, -0.20368, 0.08216], [0.45499, -1.27388, 0.03172], [-0.80575, -0.72422, -0.02770], [-2.08610, -1.15385, -0.05869], [-0.55580, 0.69167, 0.03712], [-1.52089, 1.57772, 0.08507], [0.64490, 1.08861, -0.11951], [3.51229, -0.87868, 0.12245], [3.01586, 1.09485, -0.11135], [0.62246, -2.28459, 0.09591], [-1.16012, 2.59324, -0.05656], [-2.62311, 1.25105, 0.22855]],
  "forces_ev_per_angstrom": [[1.79, 2.54, 0.42], [-0.02, 1.85, -1.58], [-3.36, 1.05, 0.19], [2.16, -0.06, 0.68], [1.84, -0.23, 0.04], [-5.37, 0.51, -0.57], [-2.90, 0.56, 0.32], [5.09, -2.97, 0.60], [-1.27, 1.04, -0.28], [-0.25, -3.32, 0.28], [0.89, -2.08, 0.01], [-0.80, 0.16, 0.32], [2.20, 0.93, -0.43]],
  "mulliken_charge": [-0.730, 0.443, -0.743, 0.364, -0.254, 0.649, -0.836, -0.389, 0.284, 0.177, 0.512, 0.299, 0.224],
  "homo_lumo_gap_ev": 8.3,
  "e_homo_ev": -8.1057,
  "relative_energy_kj_mol": 217.2
}